Entry from the OMol25 dataset: a structure of composition C16H20IMnO2S (ωB97M-V with the def2-TZVPD basis set).

Largest force on an atom: 0.562 eV/A
Charge: +1
Multiplicity: 2
Kohn-Sham gap (spin up / spin down): 0.29499 / 0.30240 hartree
HOMO energy (spin up / spin down): -10.618 / -10.692 eV
Expectation value of S²: 0.8596

Each line ends with the Löwdin charge.
Element x y z (Å)
Mn  -0.063  -0.275  -1.017  0.4270
I  -2.552  -1.043  -1.403  1.1890
C  -3.002  -0.417  0.544  -0.5947
C  -4.252  -0.649  1.026  -0.1398
C  -4.557  -0.192  2.330  -0.0638
C  -3.620  0.485  3.052  -0.0200
C  -2.326  0.738  2.530  -0.1615
C  -1.368  1.484  3.264  -0.0288
C  -0.128  1.714  2.747  -0.0726
C  0.219  1.185  1.480  -0.1153
C  -0.659  0.458  0.714  -0.2113
C  -1.972  0.257  1.242  -0.2520
H  -5.002  -1.158  0.436  0.0992
H  -5.543  -0.375  2.737  0.1123
H  -3.854  0.842  4.048  0.1196
H  -1.645  1.872  4.236  0.1176
H  0.593  2.301  3.303  0.1072
H  1.231  1.360  1.119  0.0924
C  0.114  -3.981  0.454  -0.2350
S  1.512  -3.263  -0.378  0.9342
C  2.459  -2.816  1.059  -0.2318
O  1.004  -1.949  -0.930  -0.6285
H  0.449  -4.858  1.007  0.0716
H  -0.602  -4.277  -0.310  0.0608
H  -0.317  -3.231  1.118  0.0694
H  2.746  -3.723  1.591  0.0715
H  1.850  -2.162  1.684  0.0692
H  3.349  -2.296  0.709  0.0631
C  1.646  2.740  -3.494  -0.1400
C  2.815  1.753  -3.637  -0.1325
C  2.426  0.569  -2.741  -0.1404
O  1.209  0.976  -2.057  -0.2779
C  1.111  2.420  -2.118  -0.1554
H  0.879  2.544  -4.243  0.1225
H  1.960  3.778  -3.583  0.1245
H  3.743  2.202  -3.288  0.1174
H  2.960  1.441  -4.669  0.1174
H  3.188  0.348  -1.993  0.1253
H  2.198  -0.340  -3.292  0.1245
H  1.729  2.849  -1.326  0.1338
H  0.072  2.689  -1.950  0.1318